Record 1
Here is a cluster of 6 separate species, C26H52ClFNO11P in total from the OMol25 dataset. Energies are from wB97M-V/def2-TZVPD.

```
93
Properties=species:S:1:pos:R:3
H -4.01 1.71 -3.72
H -1.37 0.72 -1.68
O -3.00 1.47 -0.62
H -3.27 2.18 5.99
H 0.23 2.45 -0.83
H 8.48 -0.05 2.58
P -2.56 -1.34 2.91
H -6.98 -3.50 2.51
H 4.66 3.21 -3.48
H 6.44 -2.86 -1.12
C 2.01 -1.10 0.55
C 6.02 -1.41 0.36
H -1.11 3.26 -1.64
O 0.67 1.83 1.97
H 3.65 0.70 1.23
N -3.50 -0.07 3.63
H -5.56 -3.24 -3.34
H -3.29 3.19 -3.07
C -5.06 -1.35 -6.80
H -2.55 2.29 4.38
H 3.15 2.32 1.77
H 8.94 -1.21 1.32
H 3.14 3.80 -4.18
H 4.16 4.89 -3.24
H -6.72 -0.78 -4.75
C -6.03 -1.28 -4.08
H -4.75 -2.38 -7.02
O 5.09 -0.89 -0.21
H -6.13 -1.34 -6.61
C -5.95 -3.76 2.73
O -3.10 -0.42 -5.83
H -1.06 3.19 0.13
C 2.98 3.55 -2.09
O 1.83 3.85 -2.00
H 7.73 -1.69 -0.86
H 5.02 1.84 -2.07
H -5.21 -1.83 2.12
H 9.26 -1.58 3.02
H 7.51 -3.02 0.28
H -6.18 -0.85 -3.09
H -5.55 -4.31 1.88
H -3.54 -3.08 4.34
C 7.19 -1.76 2.47
H 1.41 -1.66 -0.17
H 6.92 2.83 -0.78
H -4.54 1.66 3.01
H -1.69 1.46 5.69
C -3.86 1.74 -1.62
C -1.58 1.32 -0.79
H -5.93 -4.43 3.59
H -2.33 1.71 -3.20
C -5.13 -2.49 2.99
C 2.97 1.25 1.89
C -0.84 2.63 -0.79
C -3.29 0.31 4.97
H -4.13 0.54 1.72
O 3.55 2.90 -1.05
C 6.99 -2.32 -0.36
H 3.19 -2.78 1.18
H -6.08 -3.23 -5.03
C 2.55 -2.02 1.63
C 5.95 3.33 -0.79
C -3.68 -2.79 3.30
H -1.29 0.73 0.08
C -6.25 -2.78 -4.05
O -3.57 -0.45 5.86
O 1.08 -0.13 1.08
H -2.87 1.58 2.39
H 3.19 0.97 2.92
C -3.32 2.10 -2.98
C 4.86 2.32 -1.11
O 6.19 -1.12 1.66
H 2.80 -0.60 0.00
O -4.68 -0.93 -4.39
H 5.99 4.13 -1.52
O -5.04 1.71 -1.39
C 3.80 3.86 -3.32
H -7.27 -3.00 -3.73
H 5.78 3.77 0.19
C 1.50 1.02 1.64
H 4.83 1.53 -0.36
H 3.14 -1.46 2.36
H 7.22 -2.83 2.26
C -2.67 1.66 5.25
F -3.21 -3.84 2.50
C -3.76 1.00 2.64
H 6.81 -1.65 3.49
C -4.21 -0.85 -5.66
H -5.54 -1.94 3.84
C 8.55 -1.11 2.33
Cl -1.10 -1.73 4.31
H 1.73 -2.51 2.15
H -4.83 -0.74 -7.67
```

Energy above the lowest of the compared OMol25 structures with the same formula, charge and spin (eV): 0.0000
Kohn-Sham gap (eV): 8.9
HOMO energy (eV): -8.607
SMILES string: CC[C@@H](F)P(Cl)N(C)C(C)=O.CCOC(C)=O.CCOC(C)=O.CCOC(C)=O.CCOC(C)=O.CCOC(C)=O
Total energy (a.u.): -2805.74480

=====

Record 2
Here is a cluster of 2 separate species, C2H5N2O in total at a distorted geometry from the OMol25 dataset. Energies are from wB97M-V/def2-TZVPD.

```
10
Properties=species:S:1:pos:R:3
N -0.38 0.48 -1.99
H -0.77 1.30 -1.60
H 0.61 0.53 -2.07
H -0.83 -0.68 2.25
H -2.01 -0.11 1.24
C 1.26 -0.39 0.25
C -0.23 -0.27 0.40
H 1.66 -0.94 -0.65
O 1.76 0.48 0.91
N -1.07 -0.39 1.29
```

Energy above the lowest of the compared OMol25 structures with the same formula, charge and spin (eV): 6.2076
Total charge: +1
Kohn-Sham gap (spin up / spin down) (eV): 8.5 / 10.0
HOMO energy (spin up / spin down) (eV): -15.780 / -15.707
Total energy (a.u.): -263.48618

=====

Record 3
Here is a structure of composition C50H38N2O2PdS2Se from the OMol25 dataset. Energies are from wB97M-V/def2-TZVPD.

```
96
Properties=species:S:1:pos:R:3
C -0.19 4.23 2.71
H 0.11 -0.42 -3.47
C 7.52 3.71 -0.58
C 3.39 -0.26 -0.26
H 9.37 1.39 3.32
H -1.41 5.84 3.42
H 3.20 2.00 -5.92
C -0.57 3.13 -4.61
H -1.75 7.90 1.61
C 4.61 4.43 1.61
H -1.71 -4.00 1.77
N 0.61 -2.52 -1.17
C -0.08 0.61 -3.76
C 3.59 2.21 0.17
C 4.98 0.07 1.92
H 6.16 -1.17 0.62
O 1.60 1.99 3.25
H 4.03 1.39 3.31
H -2.60 -2.67 3.61
Se -1.22 0.96 -1.11
H -0.75 -5.98 -2.15
S 1.34 2.15 1.78
H 8.48 2.89 3.58
C -0.56 -0.96 0.81
H 0.60 0.35 -5.77
C 5.79 2.09 -1.05
H 2.58 3.80 -4.33
C -1.11 -0.20 1.84
H 7.06 5.17 0.90
H 0.95 -4.82 -3.58
C 2.87 2.83 1.15
H 7.68 2.09 -2.00
H -1.32 3.54 -2.64
C -1.54 -2.93 1.77
H -2.34 7.28 0.07
C 6.16 1.73 3.17
H 8.51 4.09 -0.78
C 4.97 1.09 2.86
H -1.01 5.54 -0.83
C 0.03 4.06 0.31
C 7.04 2.58 -1.28
C 7.35 1.36 2.57
N -0.05 2.27 -5.49
O 3.61 -2.16 1.52
C -2.04 -2.18 2.82
C -1.00 5.34 2.55
H 3.70 -0.26 -5.08
C -0.88 2.80 -3.30
C 4.93 2.70 -0.10
C 0.58 -4.37 -2.68
C -0.36 -5.01 -1.88
C 3.65 -1.31 -1.17
H -1.58 -4.84 -0.13
C -1.84 -0.81 2.85
C 5.42 3.82 0.61
C -0.81 -2.34 0.74
C 6.17 -0.35 1.33
C -1.30 5.83 1.28
C -0.32 -3.12 -0.41
H 3.99 -1.82 -3.21
C 8.64 2.07 2.88
H 5.00 5.28 2.16
H 2.77 4.35 2.67
C 0.33 3.60 1.59
C 6.72 4.31 0.35
C 0.18 1.04 -5.05
C 3.17 1.79 -4.85
C 3.45 0.54 -4.39
Pd 0.83 -0.22 -0.33
H -0.98 0.87 1.84
H -0.76 4.13 -4.97
H 5.46 1.21 -1.59
H 1.77 -2.60 -2.86
H 0.06 3.84 3.69
H 3.82 -2.29 -0.76
C 7.34 0.30 1.66
C -0.82 -4.38 -0.74
C 2.79 2.58 -2.61
C -0.64 1.50 -2.85
C 3.40 0.25 -3.01
C 3.18 1.04 -0.69
S 3.43 -0.69 1.50
H 2.53 3.37 -1.92
H -2.25 -0.22 3.65
H 8.28 -0.01 1.20
H 9.07 2.48 1.97
C 1.03 -3.13 -2.27
C -2.19 7.03 1.12
C 3.72 -1.04 -2.51
C 3.08 1.29 -2.10
C -0.78 5.17 0.17
H 6.15 2.54 3.89
H -3.17 6.86 1.57
H 0.42 3.54 -0.56
C 2.82 2.82 -3.95
C 3.38 3.93 1.89
```

Energy above the lowest of the compared OMol25 structures with the same formula, charge and spin (eV): 0.6476
Kohn-Sham gap (eV): 6.8
HOMO energy (eV): -7.266
Total energy (a.u.): -5513.79732

=====

Record 4
Here is a cluster of 4 separate species, C24H58N3O9Si in total at a distorted geometry from the OMol25 dataset. Energies are from wB97M-V/def2-TZVPD.

```
95
Properties=species:S:1:pos:R:3
H -5.39 -1.92 3.49
C 3.37 1.62 -6.32
C 2.44 1.70 1.97
C -3.07 -3.03 -0.45
C -5.23 1.53 0.73
C 0.08 -6.13 0.29
Si -0.38 -4.33 0.16
H 1.83 -0.22 1.24
H 3.23 2.44 1.76
H 3.26 -0.99 -0.98
C 5.85 3.74 3.11
H -4.76 1.83 -0.21
H 1.38 -2.95 -0.93
H 4.21 2.67 4.64
H -8.17 3.06 3.23
C -7.43 1.77 1.71
H 5.08 4.44 3.44
H 3.84 1.47 -1.76
C -5.73 4.18 3.85
C 2.88 1.28 -4.94
H -8.45 1.73 1.33
H -6.50 4.62 4.49
H -7.26 0.87 2.30
H 1.48 2.21 1.91
H -0.07 -3.00 -1.95
O 2.52 1.21 3.29
C 0.57 -3.58 -1.27
H -5.50 4.88 3.04
C -5.23 -1.71 2.44
H 6.27 4.08 2.17
H 6.65 3.71 3.86
H 5.75 3.62 -7.33
C 3.80 0.78 3.74
H -5.46 -6.44 0.59
H -3.14 -4.37 1.57
H 4.47 2.91 -8.34
H -4.83 4.03 4.45
N -3.12 -5.03 0.78
H -4.81 2.13 1.53
H -6.07 -2.12 1.86
C 3.78 -1.06 -0.02
H -2.37 -4.87 -1.19
H 0.21 -6.59 -0.69
O 3.97 3.27 -2.77
C 4.54 2.03 -2.39
H 0.18 -2.45 1.75
H -5.08 -3.47 -1.14
H -2.90 -2.29 0.33
H 4.26 0.10 3.01
H 0.93 -3.99 2.15
H 0.97 -4.41 -1.86
H 5.69 1.86 -7.57
C -7.30 3.00 2.57
H -5.57 -5.97 -1.07
H 1.00 -6.22 0.87
H 3.85 0.73 -6.76
C 4.75 1.90 4.08
H 1.99 0.65 -5.05
H -7.28 3.89 1.93
O 3.79 0.51 -4.17
H 5.58 0.42 -3.28
H 5.45 2.22 -1.81
C -2.25 -4.31 -0.25
O -5.14 -0.32 2.28
H -3.85 -0.10 0.70
H 3.97 4.07 -0.86
N -4.46 -3.59 -0.35
H 3.61 0.22 4.65
H 2.03 1.03 -0.02
C 0.00 -3.52 1.80
C 4.90 1.20 -3.61
N -5.22 -5.80 -0.14
O 3.77 0.17 0.66
O 4.29 2.69 -6.28
H -0.68 -6.69 0.84
H 5.40 1.81 -4.35
H 3.31 -1.84 0.59
H -5.53 -0.54 0.26
H -4.30 -2.20 2.12
C 5.09 2.77 -7.44
H 2.46 3.26 -1.35
O -6.61 1.79 0.55
H 2.51 1.90 -6.95
C 2.46 0.62 0.91
H -2.97 -2.53 -1.41
C 3.30 3.88 -1.70
C -4.34 -4.83 0.10
C -4.91 0.07 0.94
H 5.56 1.50 4.71
H 2.90 4.83 -2.06
H -0.74 -3.73 2.57
O -6.12 2.92 3.35
H 2.59 2.19 -4.41
O 5.31 2.45 2.90
H 4.82 -1.34 -0.20
```

Total charge: +1
Kohn-Sham gap (eV): 6.7
HOMO energy (eV): -10.592
Total energy (a.u.): -2079.76511

=====

Record 5
Here is a structure of composition C18H18LiN5OS4 from the OMol25 dataset. Energies are from wB97M-V/def2-TZVPD.

```
47
Properties=species:S:1:pos:R:3
N -0.13 -2.15 0.19
H 1.33 0.40 -6.60
N 0.41 -1.43 -2.45
H 2.65 1.82 2.69
H -0.78 -0.52 -7.45
C -0.96 -2.73 -0.83
O -0.28 2.18 1.63
C 0.99 1.78 5.53
C 0.15 -1.41 2.46
C -0.67 -2.10 -2.15
H 0.86 -2.08 -0.02
H -2.48 -2.55 -3.12
N 0.84 -0.38 2.03
C -0.95 -1.60 -4.28
C 1.34 3.90 1.52
C 1.09 -0.36 -4.62
C -0.44 -2.46 1.56
H -2.29 -1.82 -5.97
C 1.61 1.80 3.05
H -1.53 -2.44 1.67
H -0.11 -3.48 1.86
H 1.70 4.51 2.35
H 0.05 0.01 6.43
C 0.50 -0.14 4.26
C 0.78 2.60 2.03
S -2.84 -0.13 -0.38
S -1.83 2.08 -2.53
S 0.08 2.30 -1.77
Li -0.60 0.65 0.45
H 0.60 4.41 0.92
C 1.06 0.42 3.14
N -0.05 -1.33 3.81
S -3.14 1.85 -0.96
H 0.96 2.34 6.46
C 0.49 0.46 5.55
H 1.81 3.47 4.54
H 2.20 3.66 0.88
H -2.00 -2.52 -0.56
H 2.02 0.04 -4.24
N -1.51 -2.28 -3.21
C 1.49 2.44 4.44
C -0.50 -0.70 -6.42
H -0.65 -1.93 4.35
C 0.26 -1.09 -3.78
H -0.86 -3.83 -0.96
C 0.71 -0.18 -5.93
C -1.35 -1.43 -5.60
```

Energy above the lowest of the compared OMol25 structures with the same formula, charge and spin (eV): 1.0934
Total charge: -2
Kohn-Sham gap (eV): 4.6
HOMO energy (eV): 0.084
Total energy (a.u.): -2646.14616

=====

Record 6
Here is the molecule C4H8O3 from the OMol25 dataset. Energies are from wB97M-V/def2-TZVPD.

```
15
Properties=species:S:1:pos:R:3
H 3.68 -0.47 -0.10
O -0.41 -0.84 -0.91
H -2.69 0.34 -1.19
O -1.65 0.29 0.62
H 0.59 0.85 1.78
O 2.82 -0.70 0.28
H -2.90 -1.15 -0.24
H 1.78 0.55 -1.00
H -3.63 0.38 0.32
C -2.77 -0.07 -0.18
C 0.69 0.39 0.81
H 2.51 1.36 0.39
C -0.43 -0.05 0.20
C 1.99 0.44 0.08
H 0.42 -1.33 -0.87
```

Energy above the lowest of the compared OMol25 structures with the same formula, charge and spin (eV): 2.2690
Kohn-Sham gap (eV): 9.1
HOMO energy (eV): -8.320
SMILES string: CO/C(O)=C/CO
Total energy (a.u.): -382.88143

=====

Record 7
Here is a structure of composition C32H16Cl4N3O13TeY at a distorted geometry from the OMol25 dataset. Energies are from wB97M-V/def2-TZVPD.

```
70
Properties=species:S:1:pos:R:3
O -0.02 0.25 0.54
C 1.30 4.01 1.29
C -3.33 -1.48 3.65
C -3.94 -1.65 5.95
C -0.44 2.40 1.47
O -4.64 -1.80 8.14
C 1.39 -4.33 0.47
Cl 1.58 -6.63 1.85
C 1.50 -5.72 0.37
C -0.33 0.11 -5.11
C -4.31 -1.48 4.63
C 1.28 -3.59 -0.75
O 0.20 -1.06 3.27
C -0.92 -1.59 2.97
C -0.30 0.00 -6.50
Cl 1.55 -6.44 -3.58
Cl 1.69 -8.10 -0.93
C 0.91 -0.22 -7.15
N -4.99 -1.72 6.98
C 1.81 1.72 0.81
C -2.62 -1.77 6.33
O 2.93 5.63 1.25
H 3.26 3.28 0.79
C 0.43 2.12 -2.30
C 1.54 -6.37 -0.87
C 2.77 0.56 0.51
O -2.56 3.03 2.06
C 1.44 2.94 -2.80
Y 0.91 -1.53 1.24
C 2.22 3.01 0.95
C 0.17 4.91 -2.26
C 1.31 4.32 -2.79
H -0.59 -1.83 5.60
C 1.33 -4.25 -1.98
O 1.38 -3.66 1.59
H 0.07 5.99 -2.23
O -1.15 -2.11 1.84
C 2.08 -0.34 -6.41
H 2.95 -0.33 -4.44
C -1.64 -1.75 5.35
O 0.89 6.26 1.51
C 2.04 -0.22 -5.02
C 0.84 0.01 -4.36
H 2.12 4.94 -3.17
H 0.94 -0.33 -8.23
O 2.69 -0.40 1.37
H -2.37 -1.89 7.37
H -1.51 2.09 -1.39
H -1.27 0.27 -4.60
C 1.46 -5.64 -2.04
O -6.15 -1.69 6.63
H -1.22 0.06 -7.07
H -1.73 4.56 -1.32
Te 0.74 -0.01 -2.20
O 3.51 0.63 -0.45
H -0.68 4.46 1.94
Cl 1.20 -3.28 -3.40
N -1.79 2.09 1.89
C 0.00 3.70 1.59
H -5.36 -1.36 4.39
C -0.72 2.72 -1.78
O 1.14 -2.28 -0.65
C -2.00 -1.61 4.01
C -0.84 4.10 -1.75
C 0.42 1.38 0.95
N 1.73 5.39 1.35
H 3.02 -0.54 -6.91
H 2.35 2.48 -3.18
O -2.10 0.93 2.09
H -3.58 -1.34 2.61
```

Energy above the lowest of the compared OMol25 structures with the same formula, charge and spin (eV): 1.3029
Total charge: -2
Kohn-Sham gap (eV): 5.5
HOMO energy (eV): -2.642
Total energy (a.u.): -4518.66284

=====

Record 8
Here is a structure of composition C19H26N3PPdS3 at a distorted geometry from the OMol25 dataset. Energies are from wB97M-V/def2-TZVPD.

```
53
Properties=species:S:1:pos:R:3
H -0.96 2.03 1.85
S -0.29 -1.72 -1.46
H -3.87 3.81 -1.25
S 0.95 1.03 0.08
H -1.58 4.29 -1.08
H -4.49 2.17 -0.95
C 4.70 -0.51 -3.81
H 2.69 -0.19 1.79
H -2.34 2.19 2.97
S -5.72 -1.67 -0.59
N -2.46 2.46 -0.45
H -3.84 2.71 1.10
C -2.76 2.80 0.95
C -2.04 1.89 1.95
C 3.28 -3.45 2.46
H 2.66 -5.10 1.23
N -2.33 0.47 1.74
H -0.38 -0.16 2.23
H -3.94 0.40 3.11
H -4.40 0.66 1.41
C 4.99 -0.43 -2.45
C -1.33 3.22 -0.97
C -4.33 -0.99 -0.97
C 2.67 -4.02 1.35
H 5.50 -0.45 -4.53
H 6.01 -0.33 -2.13
H -0.47 3.12 -0.31
H -1.07 2.82 -1.96
C 2.36 -0.73 -3.30
H -3.87 -0.93 1.94
C 3.97 -0.51 -1.52
C 2.08 -1.84 0.57
H -1.64 -1.42 2.34
C 3.30 -2.08 2.61
H 1.34 -0.86 -3.61
H 4.21 -0.46 -0.46
C 2.70 -1.27 1.67
C 2.07 -3.22 0.40
C -3.70 0.13 2.07
N -3.36 -0.43 -1.31
H 3.73 -4.09 3.21
Pd -1.50 0.27 -0.45
C 3.39 -0.66 -4.23
H -3.42 2.46 -2.32
H 3.17 -0.73 -5.28
C -1.42 -0.36 2.53
H -1.52 -0.17 3.61
P 1.32 -0.77 -0.70
H 3.79 -1.63 3.46
H -2.47 3.84 1.16
H 1.58 -3.64 -0.47
C -3.63 2.74 -1.29
C 2.66 -0.67 -1.95
```

Energy above the lowest of the compared OMol25 structures with the same formula, charge and spin (eV): 0.7539
Kohn-Sham gap (spin up / spin down) (eV): 6.5 / 6.5
HOMO energy (spin up / spin down) (eV): -7.780 / -7.796
Total energy (a.u.): -2567.70949